[1]
One molecule with the formula C5H6O at a distorted geometry. Source: the Open Molecules 2025 dataset; level of theory: the ωB97M-V functional and the def2-TZVPD basis.

Last columns: bonded neighbours and bond lengths (Å).
Element x y z (Å)
1 O -1.992 -1.403 -0.446  C6 1.214
2 C 1.252 0.106 -0.212  C3 1.499, C4 1.341, H8 1.082
3 C 0.434 -1.147 -0.297  C2 1.499, C6 1.486, H7 1.208, H12 1.093
4 C 0.495 1.114 0.245  C2 1.341, C5 1.509, H11 1.080
5 C -0.964 0.741 0.149  C4 1.509, C6 1.534, H9 1.095, H10 1.095
6 C -0.994 -0.740 -0.251  O1 1.214, C3 1.486, C5 1.534
7 H 0.806 -0.854 0.815  C3 1.208
8 H 2.330 0.017 -0.251  C2 1.082
9 H -1.389 1.292 -0.697  C5 1.095
10 H -1.601 0.938 1.017  C5 1.095
11 H 0.876 2.033 0.664  C4 1.080
12 H 0.746 -2.099 -0.735  C3 1.093

calculated total energy = -269.26901 Eh
Kohn-Sham gap = 9.50 eV
molecular weight = 82.1 g mol⁻¹
largest force on an atom = 3.410 eV/Å
highest occupied orbital energy = -8.67 eV
structure (SMILES) = O=C1CC=CC1

Atomic partial charges in e from the natural (NBO) method, atoms 1 to 2: number 1, O, carries -0.547; number 2, C, carries -0.213



[2]
One molecule with the formula C5H6O at a distorted geometry. Source: the Open Molecules 2025 dataset; level of theory: the ωB97M-V functional and the def2-TZVPD basis.

Last columns: bonded neighbours and bond lengths (Å).
Element x y z (Å)
1 O -1.031 -0.880 1.063  C5 1.207
2 C 0.524 -0.453 -0.721  C4 1.456, C5 1.557, H7 1.092, H12 1.107
3 C 2.386 -0.536 1.097  C4 1.202, H9 1.062
4 C 1.652 -0.269 0.183  C2 1.456, C3 1.202
5 C -0.789 -0.220 0.082  O1 1.207, C2 1.557, C6 1.525
6 C -1.697 0.948 -0.294  C5 1.525, H8 1.093, H10 1.095, H11 1.098
7 H 0.523 0.038 -1.696  C2 1.092
8 H -1.632 1.257 -1.340  C6 1.093
9 H 2.976 -1.011 1.842  C3 1.062
10 H -2.733 0.701 -0.040  C6 1.095
11 H -1.417 1.809 0.329  C6 1.098
12 H 0.840 -1.499 -0.900  C2 1.107

calculated total energy = -269.26147 Eh
Kohn-Sham gap = 10.60 eV
molecular weight = 82.1 g mol⁻¹
largest force on an atom = 1.615 eV/Å
highest occupied orbital energy = -9.72 eV
structure (SMILES) = C#CCC(C)=O

Atomic partial charges in e from the natural (NBO) method, atoms 1 to 2: number 1, O, carries -0.516; number 2, C, carries -0.592



[3]
One molecule with the formula C5H6O at a distorted geometry. Source: the Open Molecules 2025 dataset; level of theory: the ωB97M-V functional and the def2-TZVPD basis.

Last columns: bonded neighbours and bond lengths (Å).
Element x y z (Å)
1 O -1.449 -0.411 0.850  C2 1.548, C5 1.268
2 C 0.087 -0.415 0.663  O1 1.548, C3 1.309, C4 1.455
3 C 0.677 -0.828 1.756  C2 1.309, H7 1.050, H10 1.022
4 C 0.549 -0.024 -0.661  C2 1.455, H8 1.093, H9 1.131, H11 1.078
5 C -2.058 -0.389 -0.262  O1 1.268, C6 1.186
6 C -2.737 -0.121 -1.196  C5 1.186, H12 0.970
7 H 1.716 -0.787 1.902  C3 1.050
8 H 1.240 -0.760 -1.079  C4 1.093
9 H 1.057 0.984 -0.724  C4 1.131
10 H -0.013 -1.165 2.431  C3 1.022
11 H -0.319 -0.037 -1.301  C4 1.078
12 H -3.310 -0.101 -1.979  C6 0.970

calculated total energy = -269.20706 Eh
Kohn-Sham gap = 9.97 eV
molecular weight = 82.1 g mol⁻¹
largest force on an atom = 4.811 eV/Å
highest occupied orbital energy = -9.05 eV
structure (SMILES) = C#COC(=C)C

Atomic partial charges in e from the natural (NBO) method, atoms 1 to 2: number 1, O, carries -0.494; number 2, C, carries 0.325



[4]
One molecule with the formula C5H6O. Source: the Open Molecules 2025 dataset; level of theory: the ωB97M-V functional and the def2-TZVPD basis.

Last columns: bonded neighbours and bond lengths (Å).
Element x y z (Å)
1 O 1.884 0.857 1.635  C4 1.346, H11 0.978
2 C -1.910 0.330 -0.612  C6 1.508, H7 1.095, H10 1.097, H12 1.095
3 C 0.403 -0.569 -0.554  C5 1.282, C6 1.311
4 C 2.371 -0.041 0.758  O1 1.346, C5 1.339, H8 1.083
5 C 1.650 -0.394 -0.313  C3 1.282, C4 1.339
6 C -0.887 -0.777 -0.655  C2 1.508, C3 1.311, H9 1.088
7 H -2.329 0.436 -1.618  C2 1.095
8 H 3.363 -0.385 1.027  C4 1.083
9 H -1.248 -1.788 -0.832  C6 1.088
10 H -2.747 0.138 0.071  C2 1.097
11 H 0.925 0.894 1.447  O1 0.978
12 H -1.474 1.300 -0.352  C2 1.095

calculated total energy = -269.23264 Eh
Kohn-Sham gap (spin up / spin down) = 8.32 / 8.32 eV
molecular weight = 82.1 g mol⁻¹
largest force on an atom = 0.566 eV/Å
highest occupied orbital energy (spin up / spin down) = -8.08 / -8.08 eV
structure (SMILES) = CC=C=C=CO

Atomic partial charges in e from the natural (NBO) method, atoms 1 to 2: number 1, O, carries -0.645; number 2, C, carries -0.623



[5]
One molecule with the formula C5H6O at a distorted geometry. Source: the Open Molecules 2025 dataset; level of theory: the ωB97M-V functional and the def2-TZVPD basis.

Last columns: bonded neighbours and bond lengths (Å).
Element x y z (Å)
1 O 0.026 -0.882 -0.905  C4 1.297, C5 1.449
2 C -0.948 0.546 0.766  C3 1.422, C5 1.574, H10 1.186, H12 1.159
3 C 0.304 0.281 1.385  C2 1.422, C6 1.224
4 C 1.053 -0.825 -1.695  O1 1.297, H8 1.215
5 C -0.731 0.347 -0.780  O1 1.449, C2 1.574, H7 1.121, H9 1.061
6 C 1.457 0.048 1.724  C3 1.224, H11 1.044
7 H -1.688 0.281 -1.361  C5 1.121
8 H 1.399 -1.989 -1.665  C4 1.215
9 H -0.149 1.177 -1.092  C5 1.061
10 H -1.363 1.650 0.890  C2 1.186
11 H 2.403 -0.394 1.721  C6 1.044
12 H -1.763 -0.241 1.011  C2 1.159

calculated total energy = -269.14629 Eh
Kohn-Sham gap = 9.37 eV
molecular weight = 82.1 g mol⁻¹
largest force on an atom = 3.640 eV/Å
highest occupied orbital energy = -8.71 eV

Atomic partial charges in e from the natural (NBO) method, atoms 1 to 2: number 1, O, carries -0.487; number 2, C, carries -0.514



[6]
One molecule with the formula C5H6O. Source: the Open Molecules 2025 dataset; level of theory: the ωB97M-V functional and the def2-TZVPD basis.

Last columns: bonded neighbours and bond lengths (Å).
Element x y z (Å)
1 O 0.245 -1.204 -0.015  C2 1.360, C6 1.357
2 C -0.418 -0.017 0.013  O1 1.360, C3 1.491, C4 1.358
3 C -1.894 -0.087 0.214  C2 1.491, H7 1.092, H8 1.094, H10 1.093
4 C 0.468 1.007 -0.093  C2 1.358, C5 1.433, H9 1.082
5 C 1.770 0.412 -0.178  C4 1.433, C6 1.355, H11 1.081
6 C 1.569 -0.927 -0.129  O1 1.357, C5 1.355, H12 1.079
7 H -2.212 -1.131 0.252  C3 1.092
8 H -2.177 0.389 1.157  C3 1.094
9 H 0.233 2.063 -0.099  C4 1.082
10 H -2.440 0.408 -0.593  C3 1.093
11 H 2.718 0.926 -0.250  C5 1.081
12 H 2.223 -1.785 -0.154  C6 1.079

calculated total energy = -269.33879 Eh
Kohn-Sham gap = 9.60 eV
molecular weight = 82.1 g mol⁻¹
largest force on an atom = 0.244 eV/Å
highest occupied orbital energy = -8.46 eV
structure (SMILES) = Cc1ccco1

Atomic partial charges in e from the natural (NBO) method, atoms 1 to 2: number 1, O, carries -0.411; number 2, C, carries 0.287



[7]
A 2-piece molecular cluster, C5H6O overall at a distorted geometry. Source: the Open Molecules 2025 dataset; level of theory: the ωB97M-V functional and the def2-TZVPD basis.

Last columns: bonded neighbours and bond lengths (Å).
Element x y z (Å)
1 O 3.440 -0.718 0.293  C2 1.208
2 C 2.352 -0.236 0.089  O1 1.208, C6 1.482
3 C -0.044 -0.690 -0.231  C5 1.192
4 C -2.625 -0.759 0.211  C5 1.436, H8 1.014, H10 1.087, H11 1.038
5 C -1.203 -0.813 0.019  C3 1.192, C4 1.436
6 C 1.840 1.134 -0.152  C2 1.482, H7 1.015, H9 1.211, H12 1.098
7 H 2.563 1.828 0.004  C6 1.015
8 H -2.876 -1.691 0.524  C4 1.014
9 H 1.480 1.221 -1.304  C6 1.211
10 H -2.759 0.082 0.886  C4 1.087
11 H -3.040 -0.518 -0.710  C4 1.038
12 H 0.874 1.159 0.370  C6 1.098

calculated total energy = -269.12399 Eh
Kohn-Sham gap (spin up / spin down) = 8.09 / 8.09 eV
molecular weight = 82.1 g mol⁻¹
largest force on an atom = 5.963 eV/Å
highest occupied orbital energy (spin up / spin down) = -8.96 / -8.96 eV

Atomic partial charges in e from the natural (NBO) method, atoms 1 to 2: number 1, O, carries -0.433; number 2, C, carries 0.856



[8]
One molecule with the formula C5H6O. Source: the Open Molecules 2025 dataset; level of theory: the ωB97M-V functional and the def2-TZVPD basis.

Last columns: bonded neighbours and bond lengths (Å).
Element x y z (Å)
1 O 0.138 -1.369 0.024  C5 1.404, C6 1.340
2 C 1.817 0.062 -0.043  C4 1.487, C6 1.485, H7 1.089, H10 1.131
3 C -1.899 -0.031 0.106  C5 1.485, H8 1.095, H9 1.094, H11 1.092
4 C 0.554 0.835 0.085  C2 1.487, C5 1.333, H12 1.082
5 C -0.415 -0.080 0.085  O1 1.404, C3 1.485, C4 1.333
6 C 1.476 -1.378 0.085  O1 1.340, C2 1.485
7 H 2.777 0.454 0.289  C2 1.089
8 H -2.307 -0.383 -0.848  C3 1.095
9 H -2.293 -0.680 0.894  C3 1.094
10 H 1.984 -0.270 -1.112  C2 1.131
11 H -2.244 0.991 0.279  C3 1.092
12 H 0.428 1.907 0.160  C4 1.082

calculated total energy = -269.24398 Eh
Kohn-Sham gap = 9.68 eV
molecular weight = 82.1 g mol⁻¹
largest force on an atom = 0.607 eV/Å
highest occupied orbital energy = -8.76 eV

Atomic partial charges in e from the natural (NBO) method, atoms 1 to 2: number 1, O, carries -0.475; number 2, C, carries -0.583



Q: Which of these has the highest largest force on an atom?
A: number 7